# 1
ORCA calculation (ωB97M-V/def2-TZVPD) on a structure of composition C19H14Cl4NO4S2W at a distorted geometry.

Values from the calculation:
<S²>: 0.771
Highest occupied orbital energy (alpha / beta): -14.0 / -14.1 eV
Total charge: +2
Frontier orbital gap (alpha / beta): 5.8 / 6.2 eV
Multiplicity: 2

XYZ file:
```
45
Properties=species:S:1:pos:R:3:forces:R:3:nbo_charge:R:1
C -1.481 2.995 -1.872 -0.014 -0.062 -0.028 0.04
O -1.444 -0.469 0.218 -0.266 -0.426 -0.131 -0.58
H 2.375 -1.067 2.751 -0.006 -0.022 -0.032 0.26
Cl -0.382 0.072 4.975 -0.032 -0.036 -0.006 0.10
C -0.869 3.463 -4.532 0.004 0.004 -0.007 -0.22
C -2.772 -1.930 1.654 -0.075 -0.269 -0.086 -0.11
C -1.803 -0.975 1.416 0.057 0.116 -0.226 0.23
C -3.000 -2.279 2.979 -0.016 -0.023 0.053 -0.07
H 4.224 2.727 0.210 0.032 -0.037 -0.032 0.29
S -1.772 2.622 -0.209 0.542 -0.208 0.297 0.13
C -1.848 4.228 -3.890 -0.020 0.032 -0.025 -0.09
C 1.230 -1.868 -0.860 -0.205 0.097 -0.112 -0.13
C 0.486 -4.179 -0.176 0.023 0.040 0.003 -0.65
H 0.932 -2.089 -1.878 0.016 -0.014 0.000 0.25
H 0.537 1.833 -4.227 0.005 -0.019 0.035 0.26
O 1.443 2.075 0.516 -0.412 -0.312 -0.040 -0.90
C 3.991 1.669 0.080 0.073 0.127 -0.057 -0.81
C 1.536 -2.532 1.416 -0.018 -0.052 0.058 -0.13
H -2.904 4.573 -2.046 0.024 -0.012 -0.029 0.27
H 3.701 1.454 -0.945 0.064 0.014 -0.020 0.25
C 2.080 -1.297 1.733 -0.088 -0.077 0.151 -0.21
C 1.752 -0.598 -0.574 0.339 -0.330 -0.128 -0.41
H -2.370 5.004 -4.434 0.015 -0.018 0.015 0.26
H 1.445 -3.281 2.196 0.014 0.019 -0.020 0.25
C 1.086 -2.836 0.124 0.000 -0.118 0.086 0.05
Cl -3.598 -2.637 0.337 -0.009 -0.008 0.020 0.11
H -0.469 -4.294 0.343 0.013 0.026 -0.004 0.25
C -2.152 3.996 -2.567 -0.081 0.097 -0.034 -0.21
H 0.311 -4.312 -1.241 0.003 0.010 0.018 0.24
H -0.610 3.625 -5.568 -0.012 0.003 0.009 0.27
Cl -2.559 -2.127 5.639 -0.009 -0.020 0.032 0.14
C -1.098 -0.354 2.435 0.270 0.240 0.005 0.22
C -2.264 -1.670 4.027 -0.019 -0.004 0.009 -0.06
O 0.100 1.297 -1.879 -0.185 -0.314 -0.094 -0.55
C -0.225 2.484 -3.830 -0.059 0.064 -0.042 0.06
C 2.177 -0.339 0.740 0.227 0.015 0.115 -0.19
W -0.162 0.862 0.040 0.183 1.351 -0.234 1.87
H 4.840 1.061 0.399 -0.026 0.015 -0.010 0.28
C -1.304 -0.700 3.760 -0.003 -0.033 0.224 -0.10
Cl -4.178 -3.455 3.339 -0.013 -0.018 0.019 0.13
O -0.265 0.584 1.980 -0.168 0.097 0.155 -0.64
N -0.552 2.287 -2.534 0.020 -0.014 -0.079 0.00
H 1.141 -4.978 0.172 -0.007 0.012 -0.004 0.26
S 2.650 1.319 1.180 -0.117 -0.090 0.231 1.31
H 2.042 0.039 -1.397 -0.065 0.156 -0.052 0.28
```
Positions in Å, forces in eV/Å.

=====

# 2
ORCA calculation (ωB97M-V/def2-TZVPD) on a cluster of 2 separate species, C2H5N4O2 in total at a distorted geometry.

Values from the calculation:
Highest occupied orbital energy (alpha / beta): -1.6 / -3.1 eV
Total charge: -1
Frontier orbital gap (alpha / beta): 5.6 / 7.4 eV

XYZ file:
```
13
Properties=species:S:1:pos:R:3:forces:R:3:nbo_charge:R:1
O -0.589 -3.010 -1.685 -0.716 -0.872 -0.961 -0.50
C 0.202 -0.416 0.274 1.590 1.003 -0.485 0.10
H 0.198 1.383 1.284 -1.042 -0.007 0.309 0.23
N -0.364 2.508 -0.581 0.017 1.461 2.265 -0.42
N -0.239 1.563 -1.254 0.242 -2.071 -1.420 -0.17
N -0.482 -1.444 -0.245 -0.818 2.454 2.150 -0.43
C -0.197 0.376 1.541 -1.646 0.073 -4.051 -0.68
H 0.502 0.055 2.222 0.885 -1.105 2.555 0.21
H -1.331 0.310 1.725 2.017 0.184 0.191 0.22
H 1.310 -0.212 -0.026 -2.003 -0.699 0.449 0.18
N 0.134 -2.240 -1.064 0.202 -0.958 -0.247 0.59
O 1.358 -2.316 -1.139 1.390 0.372 -0.154 -0.53
H -0.502 3.442 -1.051 -0.117 0.165 -0.601 0.24
```
Positions in Å, forces in eV/Å.

=====

E, respectively: -103180.953; -12204.903 eV.
ΔE to the lowest compared entry with this formula, charge and spin, respectively: 0.094; 2.520 eV.